Here is a structure of composition C12H19N5SeSn from the OMol25 dataset. Energies are from wB97M-V/def2-TZVPD.

The geometry in ORCA input format:
```
! RIJCOSX wB97M-V def2-TZVPD def2/J DEFGRID3
* xyz 4 1
Sn -0.9690 0.3883 0.5566
C 2.2326 2.7204 -0.2285
C 2.9729 1.5180 -0.8319
N 3.0068 0.3669 0.0076
C 3.2553 0.3797 1.4237
C 2.1404 -0.2768 2.2597
N 0.8516 0.5048 2.2975
C 0.9799 1.9246 2.7269
C 0.5223 2.8686 1.5987
N 0.8455 2.3923 0.2324
H 2.1949 3.4654 -1.0236
H 2.8007 3.1696 0.5864
H 4.0091 1.8470 -1.0590
H 2.5609 1.2445 -1.8061
H 3.0900 -0.5408 -0.4568
H 3.4562 1.3922 1.7610
H 4.1546 -0.2251 1.6128
H 2.5221 -0.3809 3.2770
H 1.9331 -1.2754 1.8730
H 0.3419 0.0267 3.0431
H 1.9998 2.1225 3.0523
H 0.3429 2.1315 3.5865
H 0.9256 3.8634 1.8039
H -0.5747 2.9572 1.6386
H 0.2183 2.8866 -0.3985
Se -4.7659 0.2897 -1.2880
N -3.6894 -0.6309 -0.0991
C -4.4351 -1.5985 0.4028
C -4.0214 -2.6554 1.2968
C -4.9454 -3.5328 1.8479
C -6.2852 -3.4988 1.4527
C -6.7518 -2.4897 0.5845
C -5.8274 -1.6041 -0.0301
N -6.1243 -0.6855 -0.9197
H -2.9625 -2.8405 1.4348
H -4.6234 -4.3039 2.5362
H -6.9637 -4.2647 1.8113
H -7.8165 -2.3151 0.4545
*
```

The calculation puts the LUMO energy (spin up / spin down) at -15.97 / -15.62 eV. The energy comes out at -91332.2960 eV. For the HOMO energy (spin up / spin down), the calculation gives -0.7784 / -0.7855 hartree. For the frontier orbital gap (spin up / spin down), the calculation gives 0.1916 / 0.2115 hartree.

Results of the natural (NBO) charge analysis, in e, for atoms 1 through 4: 1.7026 -0.2557 -0.3106 -0.1162